No. 1
ORCA calculation (ωB97M-V/def2-TZVPD) on 13 unconnected molecules or ions with the total composition C34H63Cl26P in a non-equilibrium geometry.

Max |F| in eV/Å: 1.2
Energy in eV: -371152.1536
Gap between HOMO and LUMO in hartree: 0.2859
HOMO energy in eV: -7.35
Total charge: 0
LUMO energy in eV: 0.43

```
124
Properties=species:S:1:pos:R:3:forces:R:3
C 6.044345 -0.576336 4.079343 -0.239 0.673 -0.093
C 5.363230 -0.664691 3.092145 0.403 0.293 -0.718
P 4.501704 -0.326253 1.579018 -1.004 -0.640 -0.054
C 4.000111 -2.048743 1.084702 0.059 -0.044 0.527
C 2.590754 -2.410939 1.573191 -0.144 -0.321 -0.666
C 1.441103 -1.711306 0.841737 -0.325 -0.027 0.692
C 1.181716 -0.256916 1.246679 0.366 -0.012 -0.859
C -0.243818 0.194162 0.965138 0.111 0.390 0.436
C 5.711056 0.152816 0.281583 0.646 -0.546 0.372
Cl 5.290902 -0.403488 -1.323920 -0.077 0.052 0.046
C 6.818192 0.888941 0.359952 0.033 -0.043 -0.122
C 7.726117 1.211120 -0.789787 0.157 0.055 0.456
Cl 7.298442 1.591092 1.870370 -0.025 0.074 0.007
H 6.710375 -0.340905 4.869704 -0.105 -0.234 0.299
H 4.726748 -2.729583 1.527945 0.049 -0.128 -0.117
H 4.025814 -2.179683 0.006990 0.077 0.160 -0.060
H 2.462400 -2.331182 2.653057 0.113 0.202 -0.185
H 2.469045 -3.474019 1.339989 0.106 -0.105 0.151
H 0.537847 -2.282573 1.080462 -0.058 -0.029 -0.007
H 1.561946 -1.790700 -0.240674 0.094 0.062 -0.082
H 1.844303 0.374182 0.649143 0.100 0.086 0.138
H 1.488477 -0.081650 2.278740 -0.252 -0.054 0.179
H -0.956188 -0.224056 1.677469 0.011 -0.218 -0.120
H -0.299459 1.277692 1.093069 -0.130 0.028 -0.044
H -0.562100 -0.024630 -0.053808 0.059 -0.171 -0.069
H 7.892760 0.337271 -1.411816 -0.185 0.003 -0.204
H 7.305890 2.033307 -1.366839 0.057 -0.017 -0.212
H 8.691975 1.510378 -0.391982 0.032 0.160 -0.035
Cl 3.829539 2.600083 1.629598 -0.214 0.704 -0.010
C 2.575207 3.746676 2.174558 0.171 0.060 -0.013
C 1.568219 4.039120 1.094423 -0.110 -0.029 0.062
Cl 2.270563 4.988290 -0.245927 0.004 -0.013 -0.022
H 3.066301 4.655281 2.516861 0.023 0.006 -0.049
H 2.084644 3.280893 3.022806 -0.031 -0.078 -0.046
H 0.749575 4.627922 1.504971 0.021 0.023 0.013
H 1.159469 3.122985 0.675265 0.069 -0.023 -0.060
Cl 1.865274 0.731530 -2.052797 -0.065 -0.003 -0.006
C 2.741597 0.313071 -3.545368 0.076 -0.005 -0.006
C 2.040795 0.812043 -4.780883 0.049 -0.037 -0.086
Cl 0.507715 -0.058215 -5.076319 -0.049 0.045 0.036
H 2.867147 -0.767248 -3.567590 -0.081 -0.014 0.018
H 3.723892 0.772890 -3.472479 -0.013 0.043 -0.007
H 2.669927 0.651591 -5.652904 0.010 -0.032 0.007
H 1.815709 1.873076 -4.711974 -0.066 -0.013 0.042
Cl 5.002888 2.346737 -5.389275 0.095 0.075 0.009
C 5.869109 1.910712 -6.888336 0.106 -0.056 -0.029
C 5.147536 2.398291 -8.116345 -0.047 0.008 -0.026
Cl 3.612394 1.522121 -8.373379 -0.036 0.014 0.029
H 5.994530 0.830920 -6.902654 -0.088 -0.013 0.035
H 6.852215 2.371009 -6.832308 -0.016 0.052 -0.016
H 5.759892 2.230748 -8.997148 -0.008 -0.067 -0.004
H 4.921651 3.460190 -8.053641 -0.046 -0.007 0.011
Cl 1.984198 2.019867 6.256606 0.006 0.014 -0.015
C 0.723855 3.108763 6.893326 0.021 -0.019 0.084
C -0.320144 3.425095 5.855195 -0.124 -0.017 0.055
Cl 0.339057 4.434401 4.539466 -0.166 0.081 0.107
H 1.210182 4.010462 7.256915 0.037 0.003 -0.057
H 0.256850 2.601368 7.735814 -0.027 -0.033 -0.031
H -1.138742 3.983014 6.306470 0.045 0.048 0.018
H -0.722729 2.519142 5.412720 0.035 -0.050 -0.096
Cl 2.854254 -2.185992 5.071101 0.171 0.102 0.324
C 1.728785 -2.932672 6.228695 -0.034 -0.032 0.031
C 0.677020 -3.746137 5.516553 -0.061 -0.067 0.055
Cl -0.430209 -2.710188 4.576625 0.067 -0.047 0.017
H 1.281876 -2.140175 6.824185 -0.022 0.041 -0.066
H 2.315051 -3.571640 6.887581 0.004 -0.051 -0.059
H 0.073480 -4.292063 6.240199 -0.021 0.060 0.026
H 1.126928 -4.461963 4.833128 0.027 0.054 -0.048
Cl -2.685213 1.634846 2.812956 -0.115 0.114 0.130
C -3.904503 0.661775 1.942124 -0.080 0.036 -0.104
C -4.494985 -0.422105 2.802912 0.018 -0.151 -0.083
Cl -3.304816 -1.704237 3.177098 -0.047 0.062 0.022
H -3.429689 0.250380 1.054334 0.109 -0.021 0.051
H -4.689054 1.349243 1.631461 -0.015 -0.020 0.058
H -5.324993 -0.899052 2.278707 0.551 0.197 0.086
H -4.869685 -0.027759 3.744192 0.053 0.006 0.019
Cl -3.364037 -3.214199 -8.935613 -0.022 0.011 -0.005
C -1.954744 -2.161203 -8.639791 0.075 0.033 -0.063
C -1.444080 -2.271164 -7.227089 0.116 -0.013 0.013
Cl -2.583790 -1.584204 -6.042418 -0.021 -0.025 0.002
H -2.244438 -1.141084 -8.877394 -0.064 -0.006 0.038
H -1.175941 -2.471952 -9.334118 0.009 -0.039 0.025
H -0.513343 -1.714361 -7.130110 -0.024 0.045 -0.022
H -1.258335 -3.305894 -6.950785 -0.076 -0.016 0.006
Cl 7.488096 -2.888121 3.974153 0.384 -0.560 0.121
C 8.629628 -4.068925 4.675966 -0.026 0.005 -0.016
C 9.486599 -4.732912 3.628546 0.114 -0.015 0.052
Cl 8.541529 -5.818066 2.575994 -0.005 0.012 -0.023
H 8.053358 -4.800648 5.236951 -0.033 -0.017 -0.053
H 9.264291 -3.521266 5.371245 0.035 0.011 -0.038
H 10.250228 -5.342922 4.108603 -0.033 -0.022 0.023
H 9.977558 -3.997879 2.995926 -0.067 0.014 -0.043
Cl -7.364645 2.277178 1.877396 0.026 -0.001 0.001
C -8.423642 1.185217 0.943971 -0.036 0.016 -0.084
C -8.886240 0.008371 1.758506 0.025 -0.093 -0.008
Cl -7.558639 -1.128999 2.135090 -0.559 0.024 -0.063
H -7.883325 0.870052 0.054893 0.068 -0.004 0.042
H -9.287257 1.771920 0.634918 -0.018 0.005 0.046
H -9.628699 -0.553996 1.201720 0.034 -0.042 -0.035
H -9.328736 0.325241 2.698212 0.048 -0.028 0.042
Cl -10.849721 -2.706081 3.755333 0.038 0.046 -0.017
C -12.218690 -1.645312 4.174461 -0.018 -0.014 0.083
C -13.070343 -1.324831 2.974890 -0.113 -0.041 0.085
Cl -12.199218 -0.288072 1.809067 -0.217 0.022 -0.051
H -11.815549 -0.743486 4.628459 0.033 0.006 -0.035
H -12.817846 -2.169324 4.916979 -0.021 -0.036 -0.038
H -13.960337 -0.780359 3.283699 0.028 0.055 -0.010
H -13.384655 -2.224530 2.452545 0.058 -0.010 -0.027
Cl -15.499763 -1.741997 0.399402 0.001 0.001 0.021
C -14.154563 -2.261002 -0.651941 0.080 0.063 -0.056
C -14.456485 -3.556389 -1.358429 0.014 -0.016 -0.091
Cl -14.514176 -4.933711 -0.228951 -0.018 -0.001 0.012
H -13.260508 -2.341930 -0.038525 -0.026 -0.019 0.038
H -13.999491 -1.468446 -1.381803 -0.042 -0.008 -0.019
H -13.671055 -3.768817 -2.081644 0.038 0.011 0.036
H -15.407695 -3.511596 -1.882207 -0.036 -0.012 0.059
Cl 8.100265 3.655964 -9.043108 0.163 0.054 -0.084
C 8.527522 5.297886 -8.489931 0.090 0.085 0.077
C 7.361594 5.988265 -7.829915 0.009 0.044 0.068
Cl 6.065256 6.372009 -8.990271 -0.026 -0.044 0.007
H 8.889987 5.854571 -9.349747 -0.075 -0.026 -0.052
H 9.343124 5.193247 -7.776636 -0.033 -0.043 0.033
H 7.692632 6.929689 -7.395363 0.023 0.012 -0.037
H 6.932034 5.375730 -7.040276 -0.020 -0.025 -0.026
```
Positions in Å, forces in eV/Å.

---

No. 2
ORCA calculation (ωB97M-V/def2-TZVPD) on 2 unconnected molecules or ions with the total composition C4H4N2O2S in a non-equilibrium geometry.

Max |F| in eV/Å: 5.2
Relative energy (zero: lowest compared OMol25 entry of this formula, charge and spin) in kJ/mol: 597.25
Energy in eV: -22117.4548
Gap between HOMO and LUMO (spin up / spin down) in hartree: 0.2780 / 0.2697
HOMO energy (spin up / spin down) in eV: -8.20 / -8.83
Total charge: 0
LUMO energy (spin up / spin down) in eV: -0.64 / -1.49

```
13
Properties=species:S:1:pos:R:3:forces:R:3
C 0.235975 -0.287521 1.606076 2.751 1.222 0.663
C -0.678684 -0.242513 0.603008 -4.041 -3.180 0.917
C 1.480973 0.217012 1.147780 0.150 0.124 -0.329
C -0.268503 0.166458 -0.676490 2.326 0.942 -2.321
N -0.349697 -2.007373 -3.832197 0.006 0.174 -1.539
N 0.010531 -1.687001 -2.736119 -0.328 -0.571 0.599
O -0.620647 0.209467 -1.862262 -1.566 0.537 1.898
O 0.610488 -2.039433 -1.766332 0.788 -0.846 -0.203
S 1.537177 0.664375 -0.504972 -0.940 -0.364 1.465
H 0.160060 -0.585093 2.680579 -0.440 0.106 -1.350
H -1.635266 -0.884768 0.833496 1.464 1.831 -1.068
H 2.393787 0.338605 1.710219 -0.114 -0.113 0.306
H 0.121583 -2.794130 -4.335929 -0.057 0.138 0.961
```
Positions in Å, forces in eV/Å.

---

No. 3
ORCA calculation (ωB97M-V/def2-TZVPD) on a molecular structure, C24H23N6O5RhS.

Max |F| in eV/Å: 0.5
Relative energy (zero: lowest compared OMol25 entry of this formula, charge and spin) in kJ/mol: 72.32
2S+1: 5
Energy in eV: -58281.4697
Gap between HOMO and LUMO (spin up / spin down) in hartree: 0.2648 / 0.2521
HOMO energy (spin up / spin down) in eV: -7.72 / -8.35
Total charge: 0
LUMO energy (spin up / spin down) in eV: -0.51 / -1.49

```
60
Properties=species:S:1:pos:R:3:forces:R:3
Rh 0.245530 0.220612 -0.096926 0.174 0.431 0.124
C 6.368992 4.456341 -0.745083 -0.010 0.000 -0.005
C 5.628243 3.150108 -0.830675 0.001 0.019 0.012
C 4.255350 3.088773 -0.618549 -0.007 0.032 0.011
C 3.572630 1.883314 -0.668701 -0.001 -0.078 0.023
C 4.274165 0.715786 -0.921600 0.128 0.038 -0.044
C 5.648880 0.751063 -1.131323 -0.033 0.056 0.041
C 6.311872 1.965364 -1.090620 0.010 -0.024 0.000
S 3.490292 -0.860227 -1.098191 -0.080 -0.003 -0.073
O 2.874519 -0.901739 -2.402442 0.065 0.040 0.014
O 4.495153 -1.840815 -0.776273 -0.071 -0.082 -0.043
N 2.243990 -0.939554 -0.034342 0.049 -0.024 0.092
C 2.418846 -1.758426 1.056295 0.021 0.029 -0.130
C 1.763666 -0.911787 2.478280 -0.120 0.054 0.145
O 2.560262 -0.986905 3.372461 0.054 0.001 -0.014
O 0.632495 -0.508081 2.240450 -0.023 -0.049 -0.121
H 5.688881 5.303074 -0.829107 0.000 -0.002 -0.004
H 7.118108 4.536447 -1.533276 0.000 0.000 0.000
H 6.888714 4.542124 0.211305 -0.001 -0.006 0.003
H 3.707078 3.996494 -0.394532 -0.007 -0.008 -0.005
H 2.511955 1.867850 -0.466372 -0.072 0.001 0.005
H 6.185507 -0.168830 -1.313888 0.001 -0.013 -0.003
H 7.382939 1.992576 -1.254073 0.000 -0.004 -0.001
H 3.429251 -2.098795 1.258051 -0.003 -0.020 -0.002
H 1.679144 -2.561293 1.150971 -0.023 0.031 0.042
C -0.741665 -4.057828 -0.301883 -0.024 0.019 0.073
C -0.519361 -4.341339 -1.639378 0.014 0.035 -0.080
C -0.332167 -3.297831 -2.530536 -0.021 -0.099 0.051
C -0.371974 -1.995021 -2.056932 0.072 0.319 -0.180
N -0.551104 -1.728253 -0.759317 -0.110 -0.492 -0.021
C -0.735932 -2.734258 0.098747 -0.006 0.012 -0.075
C -0.184469 -0.819784 -2.966749 -0.031 -0.194 0.136
C -0.444378 -0.915854 -4.323751 0.036 0.079 -0.112
C -0.234728 0.195126 -5.127124 -0.024 -0.097 0.016
C 0.227448 1.362103 -4.549682 0.035 0.049 0.042
C 0.446771 1.376993 -3.180907 0.057 0.027 0.024
N 0.236385 0.319371 -2.410417 -0.179 -0.108 0.106
H -0.893863 -4.842132 0.425786 0.003 -0.005 -0.003
H -0.478702 -5.365610 -1.985204 -0.002 0.000 -0.001
H -0.122108 -3.492543 -3.571446 -0.003 -0.021 0.001
H -0.864445 -2.445386 1.135643 0.007 -0.011 0.009
H -0.814016 -1.837684 -4.748160 -0.011 0.010 -0.014
H -0.429105 0.143106 -6.190101 -0.003 0.002 0.000
H 0.417173 2.248821 -5.137480 0.009 -0.002 -0.002
H 0.820594 2.262739 -2.680660 -0.027 0.008 0.014
O 0.159173 3.401736 2.684594 -0.083 0.015 0.026
C 0.334588 2.725678 1.728922 0.144 0.025 -0.021
N 0.521851 2.101577 0.727134 0.014 0.122 -0.060
C -1.896738 3.374585 -0.771656 0.007 -0.010 -0.012
C -2.626216 2.083738 -0.648666 0.010 0.101 -0.008
N -2.124188 0.897178 -0.391794 0.060 -0.186 -0.011
C -3.190822 0.023884 -0.344796 0.037 -0.017 0.018
C -4.348480 0.690773 -0.578265 0.003 0.046 0.013
N -3.974054 2.001207 -0.772511 -0.007 -0.055 0.011
H -0.868723 3.194232 -1.070481 -0.013 -0.007 0.005
H -1.860050 3.888354 0.190291 -0.007 0.003 -0.001
H -2.387678 4.023664 -1.497899 0.001 0.007 -0.002
H -3.054717 -1.023852 -0.141630 -0.002 0.006 -0.008
H -5.373051 0.368809 -0.617520 -0.005 -0.002 -0.005
H -4.586493 2.774403 -0.962794 0.001 0.004 0.006
```
Positions in Å, forces in eV/Å.

---

No. 4
ORCA calculation (ωB97M-V/def2-TZVPD) on 2 unconnected molecules or ions with the total composition CH5NO2 in a non-equilibrium geometry.

Max |F| in eV/Å: 4.1
Relative energy (zero: lowest compared OMol25 entry of this formula, charge and spin) in kJ/mol: 40.22
Energy in eV: -6703.2952
Gap between HOMO and LUMO in hartree: 0.4087
HOMO energy in eV: -10.42
Total charge: 0
LUMO energy in eV: 0.70

```
9
Properties=species:S:1:pos:R:3:forces:R:3
N 0.840194 -0.317791 -1.715568 -0.110 -0.106 -2.284
C 0.124384 -0.654181 -0.657698 1.729 -0.058 3.712
O 0.574954 -0.386691 0.488971 -1.848 -0.495 -2.038
H 1.710584 0.213869 -1.636288 -0.682 -0.436 0.152
H 0.535474 -0.667151 -2.627498 0.418 0.494 0.516
H -0.779385 -1.290101 -0.820488 0.401 0.636 -0.049
O -0.832905 1.390588 2.394751 -0.813 -0.895 -0.027
H -0.519845 0.689069 1.779841 -0.035 0.458 0.457
H -1.653455 1.022389 2.793980 0.941 0.401 -0.440
```
Positions in Å, forces in eV/Å.

---

Number 4 is which compound? CH5NO2